Entry 1:
DFT (the ωB97M-V functional and the def2-TZVPD basis) results for C63H39Cl7F6IN7O5S3Ta as an isolated structure.

XYZ file:
```
132
C63H39Cl7F6IN7O5S3Ta (the ωB97M-V functional and the def2-TZVPD basis)
Ta -0.27980 0.08970 -0.00240
Cl 0.48000 -9.20180 2.41240
C 0.40700 -7.51080 2.09900
C -0.56960 -7.01080 1.24760
C -0.61860 -5.65360 1.00030
C 0.30720 -4.77940 1.57660
C 1.26840 -5.29650 2.43810
C 1.31720 -6.65420 2.70400
C 0.17700 -3.35350 1.19990
C 1.18010 -2.70430 0.48250
C 2.55730 -3.14510 0.37570
C 3.22480 -2.24920 -0.36070
C 2.24430 -1.25010 -0.87110
C 2.54330 0.83890 -2.19030
C 3.85540 0.69230 -0.21890
C 4.02900 0.44370 1.14740
C 4.24170 1.28970 2.19930
C 4.04390 2.68940 2.16960
Cl 4.35800 3.50400 3.66590
C 3.63040 3.46720 1.13780
C 3.17490 3.00390 -0.19740
C 1.38040 0.56950 -2.99830
N 0.15410 0.40990 -2.40110
C -0.77240 0.57370 -3.40550
C -2.12060 0.91090 -3.18830
C -2.85190 1.44940 -4.35030
C -2.34780 2.57040 -5.00980
C -3.01380 3.11660 -6.08700
C -4.19430 2.53440 -6.52930
Cl -5.01910 3.20160 -7.88320
C -4.70890 1.41620 -5.88550
C -4.04710 0.88800 -4.79380
C -2.77590 0.93570 -1.95670
C -4.07300 1.50340 -1.75410
C -4.41740 1.26920 -0.45960
C -3.34970 0.53390 0.13150
N -2.31920 0.39460 -0.77030
C -3.49740 -0.19690 1.32510
C -2.63440 -1.23370 1.66520
C -2.92360 -2.26870 2.61820
C -1.97190 -3.21980 2.47050
C -1.04010 -2.72580 1.49680
N -1.45330 -1.51790 1.01980
C -4.76210 -0.07870 2.08760
C -5.11090 1.08830 2.76300
C -6.25540 1.13510 3.53850
C -7.06840 0.01500 3.64630
Cl -8.47690 0.06310 4.63130
C -6.75090 -1.14520 2.95420
C -5.61280 -1.18300 2.17310
C -0.10810 0.67580 -4.65490
C 1.24030 0.69900 -4.38790
N 1.00130 -1.54720 -0.19460
H -1.27400 -7.67870 0.77470
H -1.37290 -5.26060 0.33540
H 1.96700 -4.63570 2.92870
H 2.06000 -7.05390 3.37630
H 2.94490 -4.02180 0.85780
H 4.26000 -2.24200 -0.63910
H 3.94950 -0.61290 1.37980
H 4.44870 0.85750 3.16450
H 3.51930 4.52870 1.30250
H 3.15340 3.87800 -0.85880
H -1.43800 3.03240 -4.65940
H -2.62680 3.99470 -6.57780
H -5.62430 0.96850 -6.23730
H -4.44840 0.01930 -4.29570
H -4.65480 2.00830 -2.49940
H -5.32730 1.53230 0.04050
H -3.74280 -2.25810 3.30770
H -1.88230 -4.14660 3.00120
H -4.47440 1.95410 2.69890
H -6.51800 2.03790 4.06540
H -7.38960 -2.01090 3.03130
H -5.38340 -2.07350 1.60700
H -0.57310 0.73860 -5.61670
H 2.04140 0.79570 -5.09340
F 1.81080 0.20480 4.62700
C 0.81190 1.06920 4.51430
F 1.27570 2.14970 3.88270
F 0.39870 1.41280 5.71850
S -0.51320 0.34850 3.39920
O 0.28570 0.19470 2.19170
O -0.98470 -0.82980 4.02060
N -1.62380 1.44100 3.24160
S -1.65490 2.53540 2.12630
O -2.95260 3.04440 1.89280
O -0.93020 2.12090 0.92660
C -0.72030 4.02310 2.83900
F -0.73430 3.91210 4.16220
F 0.54370 4.10150 2.43420
F -1.33170 5.14020 2.48950
I 0.70560 5.26660 -0.81490
C 0.83330 3.16410 -1.18260
H -0.19140 2.80470 -1.15770
H 1.23110 3.05040 -2.18910
Cl 11.12860 6.23030 -1.12530
C 9.79680 5.19130 -0.80770
C 9.23810 4.44050 -1.83140
C 8.14750 3.63110 -1.56430
C 7.58910 3.55840 -0.29300
C 6.39860 2.68330 0.06130
C 5.47400 2.41230 -1.13620
N 4.07080 1.98930 -0.88070
C 3.44710 1.82020 -2.20280
C 2.56340 0.24800 -0.81370
N 1.45970 1.01110 -0.16240
C 1.69530 2.44220 -0.12500
O 6.78060 1.49680 0.71230
C 7.77170 0.70160 0.07810
C 7.40440 -0.73240 0.29430
C 7.26690 -1.66190 -0.69320
Cl 7.54040 -1.43310 -2.36940
S 6.78480 -3.21370 -0.08610
C 6.74280 -2.58390 1.51680
C 7.09770 -1.27910 1.56740
C 8.18950 4.30580 0.72660
Cl 7.58120 4.23240 2.33740
C 9.28430 5.11810 0.47860
H 9.65670 4.49330 -2.82380
H 7.73910 3.04680 -2.37400
H 5.83430 3.22590 0.82200
H 5.89550 1.60150 -1.73510
H 5.42150 3.32350 -1.73340
H 3.67150 2.54180 -2.96640
H 2.09080 -1.47970 -1.94480
H 1.32950 2.75340 0.86040
H 8.74820 0.91730 0.53540
H 7.83780 0.90560 -0.99610
H 6.46590 -3.23490 2.32100
H 7.14090 -0.69750 2.46710
H 9.72530 5.68950 1.27940
```

As for the charge: +1. The HOMO energy comes out at -9.056 eV. As for the multiplicity: 1. For the gap between HOMO and LUMO, the calculation gives 4.4 eV. The value obtained for the LUMO energy is -4.66 eV.

Entry 2:
DFT (the ωB97M-V functional and the def2-TZVPD basis) results for C63H48Br2IN3O5PbS2 as an isolated structure.

XYZ file:
```
125
C63H48Br2IN3O5PbS2 (the ωB97M-V functional and the def2-TZVPD basis)
Pb 1.88373 1.24099 -1.47654
C 5.72423 -1.47121 0.28816
C 5.09033 -0.60831 1.33066
N 5.37783 -0.85441 2.57956
C 4.78973 -0.13051 3.53926
C 3.99133 0.95799 3.28866
C 3.25543 1.65309 4.39586
O 1.85243 1.55509 4.23226
C 3.74083 1.31849 1.93966
C 3.25073 2.59969 1.58166
N 2.94203 2.94809 0.37716
C 2.80653 4.27349 0.05186
C 2.32503 5.27019 0.90826
C 2.40533 6.59939 0.55076
C 2.90313 6.97259 -0.68804
C 3.29243 5.99899 -1.59774
C 3.22713 4.67649 -1.21664
I 3.85903 3.12399 -2.56414
C 4.16553 0.41699 0.91466
O 3.81493 0.48809 -0.30394
H 6.40333 -2.17171 0.76396
H 6.27413 -0.84561 -0.41074
H 4.96073 -2.00451 -0.27554
H 4.99713 -0.46121 4.54776
H 3.52213 2.71909 4.43796
H 3.52963 1.20409 5.36006
H 1.67433 0.99029 3.46386
H 3.31533 3.36839 2.36076
H 1.90713 4.98309 1.86116
H 2.09373 7.35499 1.25716
H 2.99383 8.01659 -0.94884
H 3.65503 6.27059 -2.57854
C -5.70527 3.43399 4.69136
C -4.56007 3.06399 3.79866
C -4.29837 3.76749 2.62856
C -3.22917 3.42999 1.81506
C -2.41767 2.37479 2.17976
C -2.63247 1.69029 3.36306
C -3.70377 2.02889 4.16406
S -1.08877 1.68149 1.15966
O -0.53497 2.72169 0.28876
C -2.30617 0.84529 0.09186
C -2.83127 1.55069 -0.99724
C -3.68887 0.93529 -1.86234
C -3.98097 -0.43891 -1.72174
C -4.78517 -1.12441 -2.65274
C -4.99327 -2.47001 -2.54594
C -4.41407 -3.19351 -1.49384
C -3.65887 -2.55271 -0.55104
C -3.43487 -1.16151 -0.63024
C -2.63997 -0.46461 0.32206
C -2.23687 -1.13421 1.56826
C -3.24547 -1.52941 2.49466
C -4.59417 -1.15771 2.32816
C -5.52927 -1.48141 3.27026
C -5.17027 -2.21631 4.40836
C -3.87187 -2.59841 4.59506
C -2.87457 -2.24121 3.66396
C -1.50977 -2.51821 3.89456
C -0.55297 -2.03761 3.04896
C -0.92217 -1.34421 1.88916
S 0.42403 -0.64191 0.87026
O 1.32573 -0.07011 1.87746
C 1.10303 -2.27381 0.48786
C 2.32783 -2.64071 1.00366
C 2.84913 -3.88631 0.70606
C 2.15483 -4.76661 -0.11254
C 2.70653 -6.12181 -0.43004
C 0.92213 -4.37431 -0.62914
C 0.39383 -3.13301 -0.33404
H -6.33487 4.19079 4.23326
H -5.32457 3.83429 5.62946
H -6.31687 2.56639 4.93326
H -4.94477 4.58679 2.34756
H -3.01767 3.98759 0.91516
H -1.94647 0.90699 3.64576
H -3.86947 1.48709 5.08226
H -2.53517 2.57959 -1.12544
H -4.12447 1.47619 -2.68944
H -5.22057 -0.56131 -3.46344
H -5.60567 -2.98881 -3.26694
H -4.56937 -4.26051 -1.43444
H -3.20887 -3.11561 0.25296
H -4.87337 -0.57291 1.46656
H -6.55137 -1.15751 3.15056
H -5.92477 -2.46711 5.13856
H -3.58507 -3.15271 5.47676
H -1.23777 -3.07951 4.77466
H 0.49863 -2.17251 3.24696
H 2.86003 -1.94851 1.63636
H 3.80543 -4.17001 1.11866
H 3.66403 -6.27551 0.05966
H 2.84183 -6.23201 -1.50444
H 2.01673 -6.89711 -0.09924
H 0.37123 -5.04571 -1.27224
H -0.56837 -2.83711 -0.72744
Br -0.60367 -0.22461 -2.51424
C 0.33183 -1.77201 -3.18714
C -0.45887 -2.78151 -3.66644
C 0.13743 -3.95271 -4.14704
C 1.49893 -4.05881 -4.13444
C 2.31893 -3.01651 -3.65654
C 3.72173 -3.14151 -3.68854
C 4.50533 -2.09701 -3.29024
C 3.92463 -0.91401 -2.81374
C 2.56033 -0.72991 -2.69204
C 1.74263 -1.80611 -3.15174
H -1.53407 -2.67561 -3.67504
H -0.48587 -4.75201 -4.52304
H 1.98443 -4.94581 -4.51594
H 4.15573 -4.06511 -4.04844
H 5.58173 -2.17701 -3.33134
H 4.58563 -0.11851 -2.50434
O -2.06477 2.37529 -6.83424
C -1.09847 2.34889 -5.90344
C -0.03347 1.44489 -5.92924
C 0.89193 1.48629 -4.90684
N 0.81593 2.33929 -3.89414
C -0.17147 3.21319 -3.89564
Br -0.20427 4.44329 -2.46234
C -1.15467 3.27359 -4.86344
H -1.91197 1.69249 -7.50074
H 0.06353 0.72459 -6.72854
H 1.72523 0.79769 -4.86874
H -1.94237 4.00339 -4.81724
```

As for the charge: 0. The HOMO energy comes out at -6.804 eV. As for the multiplicity: 1. For the gap between HOMO and LUMO, the calculation gives 6.7 eV. The value obtained for the LUMO energy is -0.06 eV.

Entry 3:
DFT (the ωB97M-V functional and the def2-TZVPD basis) results for C63H55AsCl5GeN4OP4Se2Ti as an isolated structure.

XYZ file:
```
137
C63H55AsCl5GeN4OP4Se2Ti (the ωB97M-V functional and the def2-TZVPD basis)
Ti 0.04386 -1.45100 -0.72107
Se -3.79115 -0.11116 4.21068
P -3.08021 1.65725 3.32543
C -2.42273 2.81592 4.55070
C -1.15778 2.65109 5.09398
C -0.69643 3.50141 6.08413
C -1.51791 4.50985 6.56380
C -2.80429 4.65084 6.06265
C -3.25920 3.80877 5.06080
C -4.29892 2.63773 2.41115
C -5.53265 2.08596 2.10340
C -6.43491 2.80019 1.32705
C -6.10202 4.06157 0.86062
C -4.86627 4.61726 1.17070
C -3.96570 3.90704 1.94351
C -1.90551 1.25191 1.94970
C -0.64177 0.70941 1.71109
N -0.64452 0.29151 0.41028
N -1.85116 0.56556 -0.08841
N -2.60953 1.12515 0.79816
P 0.97767 0.85095 2.52099
Se 2.50654 -0.09888 1.43844
C 1.30483 2.63030 2.70741
C 2.63029 3.00365 2.93739
C 2.97119 4.34203 3.03646
C 1.99858 5.32136 2.88785
C 0.68658 4.95875 2.62810
C 0.34181 3.61889 2.53414
C 0.80178 0.08278 4.14390
C 1.54594 0.52149 5.23581
C 1.54147 -0.21437 6.40894
C 0.81046 -1.39194 6.49091
C 0.06825 -1.82992 5.40360
C 0.06463 -1.09406 4.23121
H -0.53385 1.83931 4.76091
H 0.30147 3.36979 6.48224
H -1.16367 5.17585 7.33960
H -3.45822 5.41901 6.45363
H -4.26513 3.92374 4.68036
H -5.77537 1.09821 2.47525
H -7.39533 2.36668 1.08135
H -6.80637 4.61812 0.25622
H -4.60581 5.60185 0.80533
H -3.00295 4.34283 2.18412
H 3.39460 2.24026 3.01275
H 4.00120 4.61999 3.21475
H 2.26791 6.36682 2.95991
H -0.07151 5.71814 2.48693
H -0.68040 3.35307 2.31002
H 2.12600 1.43460 5.17103
H 2.11621 0.12672 7.25989
H 0.82285 -1.97121 7.40444
H -0.50495 -2.74588 5.46701
H -0.51835 -1.42866 3.38224
C -3.65700 -0.31657 -2.40660
P -1.82830 -0.43435 -2.50574
C -1.46308 1.30433 -2.94999
C -1.64850 -1.34945 -4.08249
C -1.97162 -0.83907 -5.33394
C -1.72965 -1.57891 -6.48053
C -1.13751 -2.82809 -6.38540
C -0.86272 -3.37797 -5.14215
C -1.14910 -2.65714 -3.98737
P -0.94311 -3.38558 -2.32004
C -2.70203 -3.53749 -1.77650
C -0.70411 -5.16262 -2.61394
H -3.98238 0.30090 -3.24580
H -3.95673 0.16112 -1.47387
H -4.13144 -1.28961 -2.49643
H -1.72933 1.49083 -3.98939
H -0.41611 1.55988 -2.79549
H -2.06238 1.94544 -2.30509
H -2.41506 0.14502 -5.42780
H -1.98865 -1.17241 -7.44970
H -0.89046 -3.38354 -7.28049
H -0.40559 -4.35552 -5.07964
H -3.31562 -3.86206 -2.61824
H -3.11154 -2.62394 -1.35930
H -2.73811 -4.30400 -0.99963
H -1.58179 -5.52654 -3.15061
H -0.61997 -5.66042 -1.64902
H 0.20290 -5.37851 -3.17293
Cl 3.73320 -4.06555 1.22887
C 2.07413 -4.09228 1.67303
C 1.67783 -4.91650 2.74850
C 0.37858 -4.95386 3.15908
Cl -0.08192 -5.97684 4.48769
C -0.60374 -4.14310 2.53396
C -1.95301 -4.03218 2.94096
C -2.78097 -3.14050 2.31606
C -2.27750 -2.36607 1.25720
N -1.03889 -2.48259 0.81873
C -0.18718 -3.35116 1.45273
C 1.15400 -3.33456 0.98737
O 1.44222 -2.54069 -0.04798
H 2.42644 -5.51567 3.24652
H -2.30743 -4.63181 3.76825
H -3.80347 -2.99440 2.62938
H -2.90795 -1.62717 0.77460
Cl 5.00146 -4.59531 -2.51281
Ge 2.76566 -4.23689 -2.33945
Cl 2.15699 -6.18644 -1.25640
Cl 2.33818 -5.02857 -4.53459
C 6.59839 -0.98582 -1.55260
C 5.64542 -1.55409 -0.72723
C 4.29503 -1.38797 -1.00494
C 3.89287 -0.63512 -2.09573
C 4.85374 -0.08835 -2.94410
C 6.19928 -0.26785 -2.67404
As 2.00745 -0.26236 -2.41319
C 2.10666 1.69538 -2.32479
C 1.65597 2.35414 -1.18548
C 1.80813 3.72716 -1.05025
C 2.41488 4.45946 -2.05856
C 2.84564 3.81568 -3.20991
C 2.68800 2.44431 -3.34567
C 1.97621 -0.51161 -4.34427
C 2.72269 -1.55238 -4.88743
C 2.70750 -1.78716 -6.25440
C 1.95879 -0.97459 -7.08959
C 1.20862 0.06295 -6.55363
C 1.20545 0.28592 -5.18559
H 7.65129 -1.11216 -1.33742
H 5.94159 -2.14251 0.13126
H 3.56145 -1.87200 -0.37952
H 4.56426 0.46694 -3.82739
H 6.93854 0.14986 -3.34556
H 1.18714 1.79081 -0.39087
H 1.45659 4.21835 -0.15134
H 2.55045 5.52800 -1.95029
H 3.31094 4.37998 -4.00781
H 3.00895 1.96838 -4.26298
H 3.33373 -2.18342 -4.25464
H 3.28256 -2.61178 -6.65343
H 1.95351 -1.15168 -8.15751
H 0.61879 0.69975 -7.20117
H 0.62231 1.10559 -4.78506
```

As for the charge: 0. The HOMO energy (alpha / beta) comes out at -7.207 / -7.219 eV. As for the multiplicity: 2. For the gap between HOMO and LUMO (alpha / beta), the calculation gives 6.3 / 6.3 eV. The value obtained for the LUMO energy (alpha / beta) is -0.93 / -0.97 eV.